No. 1
# C5H26B2NO3

A cluster of 5 separate species, C5H26B2NO3 in total (ωB97M-V with the def2-TZVPD basis set, the Open Molecules 2025 dataset).

The geometry in XYZ format:
```
37
C5H26B2NO3 | the Open Molecules 2025 dataset | ωB97M-V with the def2-TZVPD basis set
O -0.96126 1.31826 -0.83079
H -1.10692 2.26572 -0.88276
H -0.16141 1.15290 -0.32631
H -1.69486 0.80220 -0.48860
B -0.67526 4.69482 -0.18492
H -1.72887 4.89337 -0.06357
H -0.28593 5.26159 -1.01645
H -0.17434 4.83938 0.75976
H -0.55351 3.63807 -0.36574
B -3.00790 0.02304 0.64176
H -2.82434 -0.82405 1.28440
H -2.78560 -0.37294 -0.33702
H -4.03387 0.33328 0.76575
H -2.37022 0.81359 1.00596
C -1.26657 -2.98399 -1.44158
O -0.06108 -3.12767 -2.26512
H -1.95724 -3.78816 -1.69530
H -1.09517 -2.92742 -0.36663
H -1.61836 -1.96810 -1.62138
H -0.35629 -3.03668 -3.17406
C 0.12016 -0.48910 2.17791
C 1.30251 -0.08081 1.38380
C 1.86844 -1.28644 0.56037
O 3.06419 -0.92226 -0.05062
C 3.44460 -1.70278 -1.22755
N 1.07596 1.13309 0.63367
H 0.29415 -1.03650 3.10429
H -0.56575 -0.99345 1.49729
H -0.46655 0.32888 2.59598
H 2.03257 0.27040 2.11303
H 1.17956 -1.45779 -0.26678
H 1.92324 -2.13783 1.23878
H 4.23210 -1.15563 -1.74577
H 2.56921 -2.06138 -1.76903
H 3.85470 -2.62503 -0.81599
H 1.05456 1.90471 1.28502
H 1.73535 1.30485 -0.11185
```

Results
* 2S+1: 2
* total charge: 0
* orbital gap (spin up / spin down): 9.2 / 3.0 eV
* ⟨S²⟩: 0.75

Mulliken atomic charge list, values in e, 2 entries: -0.1709, 0.3891


No. 2
# C24H30N7OS2TeZn

A structure of composition C24H30N7OS2TeZn (ωB97M-V with the def2-TZVPD basis set, the Open Molecules 2025 dataset).

The geometry in XYZ format:
```
66
C24H30N7OS2TeZn | the Open Molecules 2025 dataset | ωB97M-V with the def2-TZVPD basis set
Zn 0.03218 -0.36191 -0.36761
N -1.43702 1.75949 -3.64930
C -1.62257 2.83812 -2.79759
C -2.12626 4.11423 -3.01739
C -2.14444 4.96134 -1.92898
C -1.67008 4.55122 -0.67318
C -1.17399 3.28105 -0.46005
C -1.16252 2.40894 -1.54932
N -0.71484 1.09219 -1.66662
C -0.88709 0.76198 -2.92727
C -0.44933 -0.52773 -3.43704
C -0.58233 -1.05675 -4.68137
S 0.19636 -2.57320 -4.73647
C 0.64293 -2.40551 -3.09839
N 0.24564 -1.30129 -2.53807
H -1.63236 1.73601 -4.63521
H -2.48207 4.43078 -3.98851
H -2.52604 5.96639 -2.04678
H -1.69269 5.25486 0.14810
H -0.80610 2.96082 0.50250
H -1.08709 -0.64998 -5.54222
H 1.21540 -3.16619 -2.58637
C 4.77314 -1.04315 2.12563
C 3.89554 -0.35541 1.13737
C 4.12199 0.72340 0.30548
C 2.92596 0.92575 -0.39932
N 2.02736 0.02098 -0.02438
N 2.63147 -0.74396 0.90858
C 2.60705 1.96834 -1.41795
H 5.75721 -0.58153 2.13251
H 4.89361 -2.09847 1.87909
H 4.35830 -0.97665 3.13205
H 5.03311 1.29031 0.21739
H 2.09581 -1.50485 1.31680
H 3.52152 2.42438 -1.79095
H 1.98414 2.75547 -0.98935
H 2.06932 1.53392 -2.26044
C -3.30198 0.25503 0.79299
N -2.67647 0.08238 2.09663
C -3.30964 -0.92540 2.94089
C -1.40058 0.50672 2.26790
O -0.69520 0.83566 1.28294
N -0.91000 0.58838 3.52760
C 0.51512 0.79431 3.72306
C -1.73915 0.85332 4.69328
H -4.37839 0.34142 0.93584
H -3.09904 -0.60370 0.14506
H -2.93400 1.15891 0.31559
H -3.61768 -1.76123 2.31029
H -4.18888 -0.52687 3.45032
H -2.60918 -1.31344 3.67485
H 1.05004 0.54865 2.81205
H 0.86210 0.15505 4.53606
H 0.72534 1.83550 3.98246
H -2.75632 1.08712 4.39329
H -1.33408 1.72073 5.21800
H -1.75361 0.01107 5.38723
Te -0.55842 -2.53664 0.96824
C 0.15053 -4.02427 -0.33014
C 1.41323 -4.53525 -0.44927
C 1.51667 -5.54861 -1.44422
C 0.32526 -5.79648 -2.05929
S -0.91605 -4.80432 -1.42461
H 2.24446 -4.20748 0.15998
H 2.42977 -6.07756 -1.67741
H 0.11497 -6.52634 -2.82498
```

Results
* energy relative to the best compared isomer or geometry (same formula, charge and spin): 0.0 kcal/mol
* 2S+1: 1
* total charge: +1
* orbital gap: 7.5 eV

Mulliken atomic charge list, values in e, 2 entries: 0.9887, -0.0087


No. 3
# C5H5I2N

A structure of composition C5H5I2N (ωB97M-V with the def2-TZVPD basis set, the Open Molecules 2025 dataset).

The geometry in XYZ format:
```
13
C5H5I2N | the Open Molecules 2025 dataset | ωB97M-V with the def2-TZVPD basis set
C -0.04602 0.39233 0.91398
C -1.25623 0.52205 1.39405
C -0.60921 0.45194 -1.49058
C 0.18607 -0.39793 -0.48300
C -2.60893 0.05920 -0.40194
N -1.90808 0.63863 -1.33513
I -2.93786 -2.03817 -0.05400
I -4.24972 1.23476 0.13812
H 0.83746 0.79948 1.44232
H -1.86986 0.70977 2.19878
H -0.29105 1.18441 -2.22239
H 1.22137 -0.40145 -0.84902
H -0.34989 -1.44524 -0.42674
```

Results
* 2S+1: 3
* total charge: 0
* orbital gap (spin up / spin down): 5.8 / 7.4 eV
* ⟨S²⟩: 2.03

Mulliken atomic charge list, values in e, 2 entries: -0.3106, -0.3381


No. 4
# C3H6F2

A structure of composition C3H6F2 (ωB97M-V with the def2-TZVPD basis set, the Open Molecules 2025 dataset).

The geometry in XYZ format:
```
11
C3H6F2 | the Open Molecules 2025 dataset | ωB97M-V with the def2-TZVPD basis set
C -0.71623 -0.55314 0.17300
C -0.12096 0.84216 -0.03111
C 1.47795 0.70805 0.08176
H -0.93299 -1.41369 -0.60221
H -0.51206 -1.22226 1.40173
H -0.49414 0.89740 -1.10722
H -0.76219 1.58244 0.80964
H 1.98340 0.84362 1.16740
H 2.09687 1.14882 -0.95524
F -2.06621 0.02517 -0.09272
F 1.48584 -0.89392 -0.13572
```

Results
* energy relative to the best compared isomer or geometry (same formula, charge and spin): 120.5 kcal/mol
* 2S+1: 1
* total charge: 0
* orbital gap: 11.8 eV

Mulliken atomic charge list, values in e, 2 entries: -0.1856, -0.3859


No. 5
# C6H12O

The molecule C6H12O (ωB97M-V with the def2-TZVPD basis set, the Open Molecules 2025 dataset).

The geometry in XYZ format:
```
19
C6H12O | the Open Molecules 2025 dataset | ωB97M-V with the def2-TZVPD basis set
C -2.10872 0.66012 -0.00685
C -1.04577 -0.30457 0.54191
C -0.47907 -1.27674 -0.50551
O 0.83472 -1.56915 -0.08279
C 1.39921 -0.33698 0.35469
C 1.99304 0.43490 -0.82182
C 0.24040 0.40671 1.05145
H -2.33541 0.48198 -1.06538
H -1.70117 1.66608 0.07307
H -3.05423 0.65072 0.54621
H -1.46031 -0.89558 1.36595
H -1.02619 -2.22105 -0.57401
H -0.47786 -0.80634 -1.50487
H 2.20360 -0.59341 1.05258
H 2.65775 -0.21895 -1.39466
H 2.56942 1.29488 -0.46550
H 1.21813 0.81206 -1.50032
H 0.25434 1.47347 0.79540
H 0.31811 0.34186 2.14045
```

Results
* energy relative to the best compared isomer or geometry (same formula, charge and spin): 12.5 kcal/mol
* 2S+1: 1
* total charge: 0
* orbital gap: 10.8 eV
* SMILES: C[C@H]1CO[C@@H](C)C1

Mulliken atomic charge list, values in e, 2 entries: -1.3130, 0.7193


No. 6
# C23H22BrN5ORu

A structure of composition C23H22BrN5ORu (ωB97M-V with the def2-TZVPD basis set, the Open Molecules 2025 dataset).

The geometry in XYZ format:
```
53
C23H22BrN5ORu | the Open Molecules 2025 dataset | ωB97M-V with the def2-TZVPD basis set
Ru -0.27003 0.44532 0.16259
C 2.56896 0.12476 -1.24435
N 1.28387 -0.54552 -1.46020
C 1.41675 -2.01087 -1.38740
C 0.56750 -2.65664 -0.31578
C 0.43026 -4.04476 -0.26617
C -0.37477 -4.61363 0.70468
C -1.03100 -3.78779 1.60864
C -0.83711 -2.42217 1.50120
N -0.05128 -1.87754 0.57331
C 0.63923 -0.09937 -2.70820
C -0.82251 -0.48042 -2.76241
C -1.48840 -0.80399 -3.93973
C -2.84144 -1.11239 -3.88660
C -3.48604 -1.14686 -2.65809
C -2.75990 -0.79838 -1.53060
N -1.48197 -0.44919 -1.60013
C 2.42558 1.60904 -1.02710
C 3.43459 2.48878 -1.40294
C 3.25997 3.85051 -1.20613
C 2.07537 4.29609 -0.63932
C 1.13288 3.35452 -0.25338
N 1.30662 2.04638 -0.43845
H 3.23186 -0.05711 -2.10134
H 3.04315 -0.30830 -0.35384
H 2.46397 -2.27938 -1.19649
H 1.15093 -2.45504 -2.35371
H 0.94578 -4.66308 -0.98651
H -0.50169 -5.68599 0.74857
H -1.68065 -4.19392 2.36755
H -1.33460 -1.75060 2.19052
H 1.17770 -0.50421 -3.57537
H 0.69957 0.99688 -2.76974
H -0.96935 -0.79188 -4.88654
H -3.39177 -1.31931 -4.79420
H -4.52332 -1.42877 -2.57112
H -3.21901 -0.79627 -0.54721
H 4.34116 2.10110 -1.83844
H 4.02925 4.55074 -1.50363
H 1.87117 5.34864 -0.50632
H 0.21181 3.68628 0.20952
O -1.61142 2.51242 6.03119
C -1.27267 1.93347 4.91857
C -0.36069 0.86306 4.81157
C -0.05527 0.34557 3.57459
N -0.62643 0.78214 2.44591
C -1.52593 1.76845 2.55186
Br -2.33852 2.20958 0.84917
C -1.86637 2.39944 3.71638
H -1.20096 2.15448 6.83828
H 0.10672 0.44255 5.68958
H 0.67046 -0.45129 3.45584
H -2.56202 3.22446 3.76191
```

Results
* energy relative to the best compared isomer or geometry (same formula, charge and spin): 66.5 kcal/mol
* 2S+1: 2
* total charge: +3
* orbital gap (spin up / spin down): 6.7 / 7.4 eV
* ⟨S²⟩: 0.86

Mulliken atomic charge list, values in e, 2 entries: 0.4326, -0.7603


Quick rundown of E, same order as above: -535.820328, -4234.742267, -843.424028, -317.451473, -311.039279, -3906.590325 hartree